No. 1
Formula: C23H43N2OP3PbSe
Source: the Open Molecules 2025 dataset
Level of theory: ωB97M-V with the def2-TZVPD basis set

Summary:
- LUMO level (spin up / spin down): -14.138 / -15.627 eV
- Net charge: +4
- Molar mass: 742.69 g/mol
- ΔE to the lowest compared entry with this formula, charge and spin: 266.7 kJ/mol
- Orbital gap (spin up / spin down): 4.48 / 2.99 eV

Positions of all 74 atoms, in Å:
Pb (-0.077, 1.123, 1.308)
P (-2.259, -1.225, 1.371)
P (-0.693, -2.328, -1.447)
P (-2.118, 0.810, -1.756)
H (3.501, 6.416, 1.583)
C (2.577, 6.972, 1.772)
C (1.668, 6.382, 2.576)
H (1.922, 5.559, 3.243)
C (-1.726, -2.095, 2.879)
C (-3.632, -2.329, 0.869)
C (-3.289, 0.082, 2.155)
C (0.336, -2.588, -2.949)
C (-0.307, -4.030, -0.841)
C (-2.227, -2.859, -2.327)
C (-2.374, 2.646, -1.704)
C (-3.914, 0.474, -1.879)
C (-1.877, 0.883, -3.572)
H (2.581, 7.937, 1.239)
H (0.613, 6.641, 2.610)
H (-1.048, -1.444, 3.448)
H (-1.181, -3.001, 2.598)
H (-2.589, -2.359, 3.501)
H (-3.231, -3.323, 0.624)
H (-4.129, -1.911, -0.016)
H (-4.372, -2.433, 1.678)
H (-2.625, 0.787, 2.689)
H (-4.014, -0.335, 2.880)
H (-3.830, 0.619, 1.357)
H (0.025, -3.580, -3.312)
H (1.407, -2.600, -2.700)
H (0.127, -1.818, -3.702)
H (-0.414, -4.655, -1.742)
H (-1.007, -4.354, -0.055)
H (0.724, -4.084, -0.462)
H (-1.941, -3.799, -2.810)
H (-2.527, -2.131, -3.092)
H (-3.048, -3.034, -1.622)
H (-3.007, 2.826, -2.591)
H (-1.443, 3.230, -1.778)
H (-2.896, 2.915, -0.774)
H (-4.312, 1.253, -2.537)
H (-4.405, 0.534, -0.901)
H (-4.089, -0.509, -2.329)
H (-2.679, 1.534, -3.937)
H (-1.995, -0.105, -4.024)
H (-0.902, 1.309, -3.829)
C (1.998, 2.627, -1.428)
C (2.278, 3.186, -0.177)
C (2.525, 4.541, -0.120)
C (2.901, 5.281, -1.243)
C (2.907, 4.624, -2.499)
C (2.377, 3.314, -2.583)
Se (0.920, 1.021, -1.342)
H (-0.301, 1.892, -0.521)
H (2.259, 2.615, 0.754)
H (2.388, 5.025, 0.840)
H (3.165, 6.333, -1.047)
H (3.289, 5.108, -3.407)
H (2.267, 2.804, -3.529)
N (2.748, -5.476, 3.453)
C (1.874, -4.613, 2.802)
O (0.692, -4.907, 2.607)
C (2.407, -3.274, 2.352)
C (3.699, -2.838, 2.589)
C (4.126, -1.634, 2.040)
C (3.212, -0.861, 1.340)
N (1.918, -1.194, 1.261)
C (1.536, -2.422, 1.619)
H (2.312, -6.351, 3.735)
H (3.767, -5.372, 3.487)
H (4.333, -3.493, 3.144)
H (5.128, -1.265, 2.101)
H (3.443, 0.044, 0.771)
H (0.527, -2.720, 1.307)

=====

No. 2
Formula: C23H43N2OP3RuS
Source: the Open Molecules 2025 dataset
Level of theory: ωB97M-V with the def2-TZVPD basis set

Summary:
- LUMO level (spin up / spin down): -12.959 / -15.635 eV
- Net charge: +4
- <S²>: 6.054
- Molar mass: 589.67 g/mol
- ΔE to the lowest compared entry with this formula, charge and spin: 198.8 kJ/mol
- Orbital gap (spin up / spin down): 5.60 / 2.93 eV
- Spin multiplicity: 5

Positions of all 74 atoms, in Å:
Ru (0.081, -0.035, -1.321)
P (-1.254, 1.824, -0.705)
P (-1.504, -1.154, 0.400)
P (1.777, 1.435, -1.495)
H (-1.096, -2.706, -1.704)
C (-0.077, -2.478, -2.015)
C (0.980, -2.227, -1.138)
H (0.903, -2.568, -0.122)
C (-2.468, 1.703, -2.090)
C (-2.357, 1.982, 0.780)
C (-0.838, 3.628, -0.663)
C (-1.362, -2.965, 0.857)
C (-1.767, -0.720, 2.214)
C (-3.208, -1.164, -0.327)
C (3.368, 0.544, -1.819)
C (2.594, 2.664, -0.379)
C (1.433, 2.586, -2.878)
H (0.055, -2.744, -3.069)
H (2.006, -1.985, -1.432)
H (-3.148, 2.565, -2.009)
H (-3.035, 0.762, -1.994)
H (-1.913, 1.728, -3.041)
H (-2.999, 2.864, 0.646)
H (-1.732, 2.150, 1.669)
H (-2.991, 1.101, 0.924)
H (-1.794, 4.176, -0.657)
H (-0.248, 3.949, -1.522)
H (-0.326, 3.890, 0.270)
H (-2.370, -3.307, 1.136)
H (-0.710, -3.054, 1.735)
H (-0.976, -3.608, 0.066)
H (-2.806, -0.950, 2.491)
H (-1.557, 0.321, 2.471)
H (-1.108, -1.344, 2.832)
H (-3.755, -2.016, 0.096)
H (-3.131, -1.301, -1.412)
H (-3.775, -0.249, -0.127)
H (4.099, 1.209, -2.306)
H (3.245, -0.335, -2.462)
H (3.789, 0.204, -0.860)
H (3.437, 3.137, -0.897)
H (2.988, 2.184, 0.518)
H (1.908, 3.460, -0.083)
H (2.051, 2.309, -3.732)
H (1.659, 3.627, -2.599)
H (0.390, 2.545, -3.174)
C (1.433, -1.135, -5.370)
C (0.910, -0.378, -6.432)
C (1.077, -0.818, -7.754)
C (1.734, -2.026, -8.045)
C (2.343, -2.718, -6.984)
C (2.215, -2.271, -5.664)
S (1.034, -0.704, -3.649)
H (-0.113, 0.170, -3.322)
H (0.341, 0.529, -6.201)
H (0.652, -0.214, -8.564)
H (1.668, -2.473, -9.041)
H (2.890, -3.641, -7.221)
H (2.684, -2.832, -4.839)
N (2.172, -0.394, 6.041)
C (2.114, 0.746, 5.263)
O (2.476, 1.832, 5.713)
C (1.657, 0.525, 3.827)
C (1.738, -0.676, 3.121)
C (1.479, -0.714, 1.754)
N (0.968, 0.323, 1.078)
C (0.820, 1.475, 1.762)
C (1.205, 1.614, 3.095)
H (2.344, -0.272, 7.036)
H (1.589, -1.181, 5.788)
H (2.073, -1.572, 3.618)
H (1.653, -1.656, 1.241)
H (0.402, 2.333, 1.252)
H (1.195, 2.601, 3.540)

=====

No. 3
Formula: C23H44B2I2N5O5
Source: the Open Molecules 2025 dataset
Level of theory: ωB97M-V with the def2-TZVPD basis set

Summary:
- LUMO level: 2.152 eV
- Net charge: -1
- Molar mass: 746.07 g/mol
- Orbital gap: 5.93 eV

Positions of all 81 atoms, in Å:
C (-3.647, 3.570, 1.970)
C (-4.406, 3.003, 0.669)
C (-3.746, 1.627, 0.169)
C (-2.726, 1.777, -1.064)
C (-2.007, 0.324, -1.278)
C (-0.537, 0.426, -1.920)
C (0.692, 0.493, -0.854)
C (0.562, 1.802, 0.056)
I (1.248, 3.694, -0.862)
C (0.067, 1.910, 1.377)
C (-0.496, 0.624, 2.121)
I (0.083, 3.859, 2.411)
O (1.758, 0.941, -1.768)
B (2.473, -0.205, -2.352)
C (3.984, -0.039, -2.947)
C (5.097, 0.542, -1.952)
N (5.920, -0.526, -1.257)
N (4.624, 1.540, -0.947)
N (6.106, 1.282, -2.837)
O (2.149, -1.276, -1.392)
C (1.276, -0.902, -0.253)
C (0.318, -2.218, -0.257)
C (-0.103, -2.755, 1.188)
C (0.583, -4.179, 1.585)
C (0.241, -4.550, 3.115)
N (1.100, -3.654, 3.974)
C (2.510, -3.890, 4.240)
C (2.942, -2.720, 5.153)
C (1.761, -1.742, 5.455)
C (0.632, -2.457, 4.668)
B (2.430, -0.844, 0.912)
O (2.839, 0.327, 1.632)
O (3.101, -2.095, 1.275)
H (-2.955, 4.425, 1.613)
H (-4.332, 3.944, 2.803)
H (-2.925, 2.758, 2.360)
H (-5.484, 2.748, 1.006)
H (-4.385, 3.836, -0.124)
H (-3.247, 1.028, 1.005)
H (-4.621, 0.968, -0.214)
H (-1.979, 2.635, -0.977)
H (-3.382, 1.987, -1.996)
H (-2.091, -0.346, -0.354)
H (-2.667, -0.189, -2.085)
H (-0.458, 1.358, -2.592)
H (-0.436, -0.480, -2.632)
H (-1.342, 0.870, 2.871)
H (-0.826, -0.159, 1.365)
H (0.359, 0.186, 2.762)
H (1.813, -0.494, -3.332)
H (4.353, -1.077, -3.291)
H (3.904, 0.608, -3.901)
H (6.558, -0.882, -2.001)
H (6.564, 0.040, -0.659)
H (4.863, 2.509, -1.214)
H (4.960, 1.328, 0.002)
H (6.776, 1.806, -2.235)
H (5.531, 2.041, -3.267)
H (0.916, -3.067, -0.766)
H (-0.628, -2.090, -0.880)
H (-1.237, -3.003, 1.131)
H (0.004, -2.022, 2.054)
H (1.691, -4.228, 1.322)
H (0.044, -4.985, 0.947)
H (0.411, -5.660, 3.325)
H (-0.847, -4.315, 3.374)
H (3.096, -4.777, 3.830)
H (4.000, -2.583, 5.581)
H (1.701, -0.790, 6.070)
H (-0.445, -2.083, 4.607)
H (3.013, 1.096, 1.044)
H (3.149, -2.061, 2.267)
O (-4.585, 1.598, -3.623)
C (-5.658, 1.651, -4.196)
N (-5.750, 1.425, -5.535)
C (-6.949, 1.962, -3.490)
H (-6.613, 1.458, -6.050)
H (-4.897, 1.214, -6.031)
H (-6.873, 2.948, -3.028)
H (-7.124, 1.210, -2.719)
H (-7.799, 1.962, -4.176)

=====

No. 4
Formula: C23H44IrNOP3
Source: the Open Molecules 2025 dataset
Level of theory: ωB97M-V with the def2-TZVPD basis set

Summary:
- LUMO level (spin up / spin down): -9.507 / -13.888 eV
- Net charge: +3
- <S²>: 6.052
- Molar mass: 635.75 g/mol
- ΔE to the lowest compared entry with this formula, charge and spin: 1.7 kJ/mol
- Orbital gap (spin up / spin down): 3.17 / 2.13 eV
- Spin multiplicity: 5

Positions of all 73 atoms, in Å:
Ir (-0.009, 0.069, 0.003)
P (-0.289, 1.611, 1.801)
P (-2.111, 0.122, -0.653)
P (0.804, 1.560, -1.556)
H (8.371, -4.330, -1.005)
C (8.739, -3.301, -1.078)
C (9.154, -2.629, 0.007)
H (9.135, -3.083, 1.004)
C (-0.317, 0.933, 3.506)
C (-1.724, 2.758, 1.804)
C (1.247, 2.607, 1.883)
C (-2.278, -0.885, -2.172)
C (-3.340, -0.611, 0.486)
C (-2.889, 1.699, -1.138)
C (2.583, 1.948, -1.382)
C (0.101, 3.261, -1.580)
C (0.661, 1.046, -3.313)
H (8.791, -2.859, -2.079)
H (9.559, -1.613, -0.068)
H (0.482, 0.186, 3.609)
H (-1.290, 0.469, 3.723)
H (-0.144, 1.745, 4.230)
H (-2.666, 2.192, 1.804)
H (-1.711, 3.427, 0.937)
H (-1.700, 3.374, 2.715)
H (2.096, 1.918, 1.985)
H (1.208, 3.259, 2.766)
H (1.387, 3.225, 0.990)
H (-3.327, -0.841, -2.490)
H (-2.002, -1.927, -1.978)
H (-1.639, -0.490, -2.970)
H (-4.343, -0.424, 0.081)
H (-3.276, -0.170, 1.489)
H (-3.198, -1.696, 0.564)
H (-3.316, 1.586, -2.141)
H (-2.177, 2.525, -1.163)
H (-3.696, 1.955, -0.442)
H (2.810, 2.861, -1.951)
H (3.192, 1.125, -1.777)
H (2.842, 2.111, -0.330)
H (0.867, 3.944, -1.968)
H (-0.188, 3.609, -0.581)
H (-0.759, 3.306, -2.258)
H (1.313, 1.680, -3.929)
H (-0.373, 1.145, -3.668)
H (0.986, 0.005, -3.433)
C (2.924, -1.026, 0.179)
C (2.916, -1.930, -0.925)
C (4.107, -2.272, -1.558)
C (5.330, -1.795, -1.076)
C (5.365, -0.953, 0.043)
C (4.192, -0.614, 0.695)
O (1.863, -0.524, 0.763)
H (0.242, -0.558, -1.501)
H (1.966, -2.332, -1.268)
H (4.078, -2.915, -2.439)
H (6.266, -2.092, -1.550)
H (6.309, -0.553, 0.408)
H (4.164, 0.003, 1.589)
C (-1.909, -5.797, 2.149)
C (-1.378, -4.479, 1.665)
C (-0.971, -4.286, 0.345)
C (-0.540, -3.032, -0.080)
N (-0.507, -1.962, 0.743)
C (-0.812, -2.157, 2.036)
C (-1.284, -3.375, 2.514)
H (-2.815, -6.089, 1.601)
H (-1.176, -6.605, 2.024)
H (-2.161, -5.717, 3.211)
H (-1.001, -5.093, -0.380)
H (-0.222, -2.864, -1.111)
H (-0.714, -1.308, 2.710)
H (-1.592, -3.453, 3.554)

=====

No. 5
Formula: C23H44N2O3
Source: the Open Molecules 2025 dataset
Level of theory: ωB97M-V with the def2-TZVPD basis set

Summary:
- LUMO level: -1.436 eV
- SMILES: C=CC1=C([C@H](C)CCC)C(=O)OC1=O.CCN(CC)CC.CCN(CC)CC
- Molar mass: 396.62 g/mol
- ΔE to the lowest compared entry with this formula, charge and spin: 799.2 kJ/mol
- Orbital gap: 6.76 eV

Positions of all 72 atoms, in Å:
C (1.453, 2.679, 1.051)
C (2.775, 1.999, 0.985)
C (3.111, 0.460, 1.439)
C (2.694, -0.831, 0.827)
C (1.737, -1.085, -0.480)
C (2.581, -1.074, -1.924)
C (0.406, -0.131, -0.565)
C (-0.478, -0.110, 0.822)
C (-1.699, -1.223, 0.844)
C (3.344, -2.116, 1.637)
O (3.102, -3.421, 1.483)
O (4.318, -1.562, 2.602)
C (4.030, -0.108, 2.685)
O (4.381, 0.762, 3.646)
H (0.789, 2.723, 2.013)
H (0.993, 3.160, 0.060)
H (3.701, 2.651, 0.607)
H (1.337, -2.205, -0.384)
H (1.993, -0.394, -2.679)
H (2.562, -2.170, -2.374)
H (3.710, -0.795, -1.787)
H (0.674, 0.939, -0.986)
H (-0.302, -0.622, -1.392)
H (0.141, -0.270, 1.803)
H (-0.995, 0.958, 0.884)
H (-1.271, -2.309, 0.925)
H (-2.351, -1.025, 1.813)
H (-2.332, -1.088, -0.154)
C (-1.736, -2.511, 5.581)
C (-1.739, -0.985, 5.596)
N (-3.046, -0.390, 5.305)
C (-2.982, 1.050, 5.039)
C (-2.540, 1.959, 6.181)
C (-4.158, -0.819, 6.157)
C (-4.021, -0.596, 7.660)
H (-2.123, -2.899, 4.633)
H (-0.713, -2.883, 5.702)
H (-2.332, -2.929, 6.399)
H (-1.025, -0.662, 4.827)
H (-1.341, -0.640, 6.558)
H (-3.956, 1.395, 4.670)
H (-2.295, 1.208, 4.198)
H (-3.330, 2.084, 6.925)
H (-2.316, 2.958, 5.789)
H (-1.639, 1.597, 6.681)
H (-4.329, -1.887, 5.986)
H (-5.086, -0.342, 5.814)
H (-3.039, -0.889, 8.042)
H (-4.766, -1.203, 8.187)
H (-4.208, 0.442, 7.934)
C (-0.678, 1.958, -5.430)
C (0.555, 1.852, -6.321)
N (1.420, 0.713, -6.005)
C (2.729, 0.778, -6.662)
C (2.760, 0.704, -8.185)
C (0.784, -0.607, -6.014)
C (0.105, -1.054, -7.305)
H (-0.402, 1.978, -4.371)
H (-1.220, 2.884, -5.652)
H (-1.374, 1.128, -5.593)
H (1.126, 2.779, -6.179)
H (0.234, 1.840, -7.370)
H (3.379, -0.008, -6.257)
H (3.211, 1.718, -6.361)
H (2.580, -0.313, -8.542)
H (3.753, 0.994, -8.547)
H (2.036, 1.375, -8.652)
H (0.038, -0.633, -5.211)
H (1.518, -1.368, -5.720)
H (-0.510, -0.269, -7.752)
H (-0.556, -1.902, -7.093)
H (0.829, -1.397, -8.045)

=====

No. 6
Formula: C23H44NOP3Sc
Source: the Open Molecules 2025 dataset
Level of theory: ωB97M-V with the def2-TZVPD basis set

Summary:
- LUMO level (spin up / spin down): -11.361 / -11.360 eV
- Net charge: +3
- Molar mass: 488.49 g/mol
- ΔE to the lowest compared entry with this formula, charge and spin: 12.8 kJ/mol
- Orbital gap (spin up / spin down): 4.24 / 4.24 eV

Positions of all 73 atoms, in Å:
Sc (-0.805, 0.185, -1.316)
P (1.167, 1.163, 0.627)
P (-1.198, 2.871, -1.902)
P (1.536, -0.319, -2.521)
H (-1.667, -4.576, -0.447)
C (-0.589, -4.760, -0.543)
C (0.268, -4.389, 0.422)
H (-0.082, -3.944, 1.362)
C (0.431, 1.675, 2.223)
C (2.115, 2.685, 0.242)
C (2.485, 0.025, 1.176)
C (-2.630, 2.642, -2.995)
C (-1.707, 4.121, -0.712)
C (0.066, 3.622, -2.941)
C (2.180, -1.977, -2.086)
C (3.084, 0.659, -2.580)
C (1.243, -0.529, -4.318)
H (-0.252, -5.261, -1.460)
H (1.350, -4.531, 0.311)
H (0.297, 0.805, 2.879)
H (-0.548, 2.146, 2.061)
H (1.096, 2.398, 2.717)
H (1.442, 3.491, -0.086)
H (2.865, 2.498, -0.537)
H (2.627, 3.012, 1.158)
H (2.038, -0.943, 1.443)
H (2.982, 0.447, 2.061)
H (3.230, -0.129, 0.384)
H (-3.012, 3.619, -3.339)
H (-3.450, 2.129, -2.469)
H (-2.365, 2.060, -3.890)
H (-2.088, 4.976, -1.291)
H (-0.850, 4.430, -0.099)
H (-2.499, 3.703, -0.074)
H (-0.374, 4.487, -3.458)
H (0.416, 2.903, -3.695)
H (0.925, 3.956, -2.343)
H (2.704, -2.403, -2.953)
H (1.355, -2.643, -1.801)
H (2.879, -1.903, -1.244)
H (3.687, 0.322, -3.435)
H (3.672, 0.538, -1.663)
H (2.851, 1.721, -2.720)
H (2.186, -0.824, -4.803)
H (0.901, 0.420, -4.753)
H (0.479, -1.295, -4.509)
C (-2.090, -1.740, -3.521)
C (-3.017, -1.010, -4.308)
C (-3.344, -1.471, -5.580)
C (-2.846, -2.697, -6.034)
C (-2.036, -3.477, -5.202)
C (-1.693, -3.024, -3.932)
O (-1.506, -1.192, -2.448)
H (-0.433, 1.966, -0.768)
H (-3.404, -0.073, -3.903)
H (-3.990, -0.859, -6.217)
H (-3.105, -3.053, -7.036)
H (-1.665, -4.441, -5.556)
H (-1.083, -3.617, -3.247)
C (-4.206, 0.289, 4.065)
C (-3.407, 0.018, 2.821)
C (-2.272, -0.800, 2.841)
C (-1.517, -0.954, 1.686)
N (-1.843, -0.316, 0.526)
C (-3.016, 0.380, 0.471)
C (-3.788, 0.586, 1.607)
H (-3.687, -0.081, 4.958)
H (-4.385, 1.367, 4.194)
H (-5.193, -0.197, 4.018)
H (-1.959, -1.299, 3.758)
H (-0.625, -1.590, 1.662)
H (-3.354, 0.750, -0.506)
H (-4.682, 1.204, 1.547)